*A*
Computed, not measured: a structure of composition CH5P, with ωB97M-V with the def2-TZVPD basis set.

**E_HOMO**: -0.347 Eh
**Kohn-Sham gap**: 9.2711 eV
**LUMO**: -0.16 eV

```
! wB97M-V def2-TZVPD RIJCOSX def2/J DEFGRID3
* xyz 0 1
C 0.128 -0.038 0.762
P 0.440 -0.836 -0.734
H -0.850 0.290 0.771
H 0.691 0.429 1.760
H 2.441 1.230 0.836
H 2.719 1.968 1.082
H -0.687 -0.330 -1.500
*
```



*B*
Computed, not measured: a cluster of 2 separate species, CH5P in total, with ωB97M-V with the def2-TZVPD basis set.

**E_HOMO**: -0.360 Eh
**Kohn-Sham gap**: 10.7525 eV
**LUMO**: 0.97 eV

```
! wB97M-V def2-TZVPD RIJCOSX def2/J DEFGRID3
* xyz 0 1
C -0.633 -0.281 0.052
P 1.146 -0.092 0.187
H -1.374 0.407 -0.478
H -1.093 -0.247 1.003
H -0.579 -1.622 -0.486
H 1.126 1.139 0.678
H 1.406 0.695 -0.957
*
```



Which structure wins on stability? *B* wins.



*A*
Computed, not measured: a structure of composition C41H54N10O6PbS2Si2Te, with ωB97M-V with the def2-TZVPD basis set.

**E_HOMO**: -0.265 Eh
**Kohn-Sham gap**: 6.8759 eV
**LUMO**: -0.33 eV

```
! wB97M-V def2-TZVPD RIJCOSX def2/J DEFGRID3
* xyz 0 1
Pb -0.738 -0.219 -0.860
C 0.864 4.769 -3.505
C -0.062 3.699 -2.992
N 0.121 2.443 -3.147
N 1.132 2.014 -3.922
C 1.405 0.700 -4.170
N 2.366 0.539 -5.120
S 0.776 -0.651 -3.425
C -1.315 4.127 -2.331
C -1.588 5.464 -2.050
C -2.802 5.798 -1.470
C -3.741 4.805 -1.259
C -3.398 3.506 -1.610
N -2.216 3.173 -2.098
H 1.848 4.387 -3.773
H 1.012 5.527 -2.740
H 0.426 5.253 -4.379
H 1.682 2.697 -4.434
H 2.540 1.259 -5.804
H 2.502 -0.409 -5.428
H -0.870 6.245 -2.255
H -3.004 6.824 -1.191
H -4.716 5.019 -0.843
H -4.092 2.689 -1.493
N -7.477 1.611 3.089
C -6.214 1.068 2.921
C -5.219 1.265 3.883
C -3.933 0.810 3.669
C -3.613 0.172 2.480
C -4.592 -0.053 1.526
C -5.883 0.390 1.745
S -1.933 -0.356 2.183
O -1.337 -0.659 3.453
O -1.982 -1.437 1.207
N -1.091 0.792 1.381
C -0.850 1.988 1.938
N -1.535 2.375 3.036
C -1.254 3.552 3.556
C -0.303 4.406 3.016
C 0.331 3.938 1.878
N 0.082 2.763 1.326
H -7.744 1.822 4.035
H -8.210 1.205 2.531
H -5.462 1.780 4.805
H -3.161 0.947 4.410
H -4.337 -0.564 0.609
H -6.647 0.213 0.998
H -1.828 3.828 4.437
H -0.074 5.364 3.457
H 1.082 4.543 1.376
O -1.784 -2.367 -1.809
C -2.937 -1.966 -1.543
O -3.255 -0.768 -1.350
C -4.045 -2.990 -1.430
C -4.627 -3.577 -2.544
C -5.674 -4.477 -2.392
C -6.141 -4.793 -1.130
C -5.544 -4.209 -0.021
C -4.494 -3.313 -0.156
N -6.056 -4.521 1.305
O -6.882 -5.414 1.396
O -5.648 -3.866 2.243
H -4.257 -3.326 -3.529
H -6.122 -4.937 -3.261
H -6.964 -5.477 -0.991
H -4.020 -2.879 0.713
C 6.590 -2.243 -0.703
Si 5.003 -3.289 -0.822
C 5.342 -4.782 -1.931
C 4.466 -3.841 0.910
C 3.682 -2.145 -1.582
Te 3.146 -0.833 0.056
C 2.967 0.959 -1.086
Si 4.271 2.232 -0.548
C 5.218 1.669 0.993
C 5.503 2.348 -1.988
C 3.467 3.924 -0.268
H 7.421 -2.817 -0.292
H 6.439 -1.374 -0.061
H 6.900 -1.881 -1.684
H 6.196 -5.345 -1.554
H 5.571 -4.478 -2.952
H 4.491 -5.461 -1.967
H 5.186 -4.530 1.352
H 3.496 -4.342 0.886
H 4.368 -2.992 1.590
H 2.774 -2.667 -1.881
H 4.057 -1.576 -2.432
H 1.946 1.297 -0.909
H 3.087 0.682 -2.129
H 5.799 0.772 0.773
H 4.531 1.433 1.808
H 5.910 2.432 1.347
H 6.029 1.406 -2.150
H 6.255 3.115 -1.806
H 4.997 2.603 -2.921
H 2.399 3.816 -0.083
H 3.605 4.579 -1.129
H 3.908 4.429 0.592
C 1.864 -0.121 2.950
C 1.471 -1.558 2.710
C 1.402 -2.399 3.814
C 0.966 -3.704 3.693
C 0.570 -4.172 2.453
C 0.652 -3.373 1.321
C 0.222 -3.945 0.002
C 1.126 -2.054 1.437
N 1.280 -1.264 0.252
H 2.858 -0.043 3.400
H 1.144 0.325 3.640
H 1.826 0.474 2.035
H 1.689 -2.018 4.788
H 0.921 -4.347 4.562
H 0.202 -5.186 2.354
H 0.601 -4.960 -0.123
H 0.553 -3.322 -0.823
H -0.866 -3.971 -0.043
*
```



*B*
Computed, not measured: a structure of composition C41H54N10O6PbS2Si2Te, with ωB97M-V with the def2-TZVPD basis set.

**E_HOMO**: -0.274 Eh
**Kohn-Sham gap**: 6.8151 eV
**LUMO**: -0.65 eV

```
! wB97M-V def2-TZVPD RIJCOSX def2/J DEFGRID3
* xyz 0 1
Pb -0.223 -0.574 -0.774
C 3.338 -3.795 0.816
C 2.474 -2.843 0.047
N 1.464 -2.242 0.554
N 1.165 -2.404 1.855
C -0.019 -1.770 2.363
N -0.282 -2.398 3.634
S -1.469 -1.861 1.301
C 2.792 -2.497 -1.360
C 4.044 -2.757 -1.907
C 4.294 -2.381 -3.218
C 3.294 -1.765 -3.947
C 2.077 -1.538 -3.320
N 1.835 -1.890 -2.066
H 2.730 -4.489 1.402
H 3.957 -4.398 0.160
H 3.988 -3.257 1.510
H 1.364 -3.288 2.312
H -0.044 -1.859 4.455
H -1.248 -2.696 3.679
H 4.821 -3.217 -1.316
H 5.263 -2.568 -3.660
H 3.437 -1.457 -4.972
H 1.250 -1.056 -3.824
N 4.261 6.556 -0.903
C 3.327 5.860 -0.170
C 2.122 6.466 0.200
C 1.199 5.785 0.966
C 1.471 4.486 1.373
C 2.666 3.874 1.022
C 3.589 4.552 0.253
S 0.293 3.602 2.310
O 1.089 2.661 3.168
O -0.498 4.551 3.039
N -0.501 2.540 1.462
C -1.211 2.881 0.359
N -1.392 4.170 0.059
C -2.119 4.424 -1.021
C -2.680 3.428 -1.801
C -2.415 2.122 -1.419
N -1.678 1.839 -0.348
H 3.945 7.364 -1.410
H 4.973 6.021 -1.371
H 1.916 7.480 -0.118
H 0.261 6.242 1.242
H 2.875 2.867 1.346
H 4.517 4.068 -0.021
H -2.258 5.471 -1.265
H -3.279 3.647 -2.671
H -2.782 1.277 -1.993
O -2.963 -0.215 -3.485
C -1.814 -0.188 -3.932
O -0.737 -0.209 -3.261
C -1.636 -0.104 -5.442
C -2.729 -0.232 -6.291
C -2.568 -0.185 -7.670
C -1.311 -0.003 -8.224
C -0.238 0.126 -7.358
C -0.372 0.082 -5.985
N 1.111 0.302 -7.923
O 1.203 0.496 -9.118
O 2.057 0.235 -7.161
H -3.703 -0.373 -5.844
H -3.425 -0.295 -8.319
H -1.155 0.039 -9.291
H 0.484 0.200 -5.342
C -1.152 2.849 5.803
Si -2.271 2.036 4.540
C -3.493 0.952 5.474
C -3.266 3.205 3.480
C -1.452 0.716 3.421
Te 0.517 0.447 2.664
C 1.421 0.122 4.584
Si 2.763 1.043 5.609
C 3.422 2.659 4.952
C 1.959 1.314 7.281
C 4.206 -0.141 5.861
H -1.438 3.891 5.933
H -0.107 2.849 5.516
H -1.259 2.342 6.764
H -4.146 1.573 6.087
H -2.982 0.256 6.140
H -4.126 0.375 4.801
H -3.842 3.875 4.120
H -3.978 2.628 2.884
H -2.663 3.815 2.817
H -2.041 0.652 2.502
H -1.553 -0.261 3.908
H 1.737 -0.922 4.542
H 0.510 0.176 5.189
H 2.678 3.447 4.959
H 3.820 2.588 3.942
H 4.242 2.944 5.618
H 1.063 1.924 7.210
H 2.654 1.821 7.950
H 1.688 0.365 7.746
H 5.025 0.058 5.172
H 3.924 -1.188 5.749
H 4.592 -0.016 6.872
C 1.742 1.894 -1.516
C 2.854 1.139 -0.837
C 4.067 1.037 -1.503
C 5.167 0.429 -0.926
C 5.040 -0.065 0.359
C 3.838 0.001 1.056
C 3.804 -0.507 2.459
C 2.706 0.575 0.458
N 1.391 0.622 0.932
H 2.165 2.687 -2.134
H 1.069 2.349 -0.789
H 1.145 1.273 -2.190
H 4.143 1.468 -2.494
H 6.108 0.363 -1.454
H 5.893 -0.514 0.853
H 4.762 -0.949 2.730
H 3.028 -1.258 2.614
H 3.628 0.315 3.151
*
```



Which structure wins on stability? *A* wins.



*A*
Computed, not measured: the ion C3H7N4 with charge +1, with ωB97M-V with the def2-TZVPD basis set.

**E_HOMO**: -0.522 Eh
**SMILES**: CC#[N+]/N=C\NN
**Kohn-Sham gap**: 9.7032 eV
**LUMO**: -4.51 eV

```
! wB97M-V def2-TZVPD RIJCOSX def2/J DEFGRID3
* xyz 1 1
C 2.065 -0.720 0.677
C 0.713 -1.020 0.709
N -0.412 -0.928 0.998
N -1.629 -0.510 1.165
C -2.084 0.210 0.159
N -1.565 0.998 -0.862
N 0.009 0.533 -1.286
H 2.512 -0.413 -0.338
H 2.427 -1.759 1.079
H 2.226 -0.013 1.449
H -3.118 0.596 0.436
H -2.085 1.814 -1.220
H 0.759 0.803 -0.689
H 0.184 0.409 -2.278
*
```



*B*
Computed, not measured: a cluster of 2 separate species, C3H7N4 in total, with ωB97M-V with the def2-TZVPD basis set.

**E_HOMO (alpha / beta)**: -0.521 / -0.534 Eh
**Kohn-Sham gap (alpha / beta)**: 8.5205 / 8.7296 eV
**LUMO (alpha / beta)**: -5.65 / -5.79 eV

```
! wB97M-V def2-TZVPD RIJCOSX def2/J DEFGRID3
* xyz 1 1
C 2.113 -0.136 0.593
C 1.187 -1.098 0.225
C -1.099 -0.663 -0.840
N 1.815 1.035 0.040
N 0.641 0.927 -0.484
N 0.181 -0.383 -0.425
N -1.678 0.970 0.554
H 3.097 -0.320 1.098
H 1.173 -2.212 0.284
H -1.729 -1.364 -0.293
H -1.429 -0.256 -1.778
H 0.209 1.802 -0.620
H -2.556 1.296 0.274
H -1.926 0.402 1.373
*
```



Which structure wins on stability? *B* wins.